a) This record from the Open Molecules 2025 dataset describes the molecule C21H27N3O3. The level of theory is ωB97M-V/def2-TZVPD.

Values from the calculation:
E_LUMO = 0.74 eV
SMILES = CCOC(=O)c1ccc(OCCC2CCN(c3ccc(C)nn3)CC2)cc1
HOMO = -0.2946 hartree

CARTESIAN COORDINATES (ANGSTROEM)
1 C -9.705 -0.386 -0.037
2 C -8.855 -0.252 1.219
3 H -9.083 -1.044 1.935
4 H -9.017 0.728 1.681
5 O -7.467 -0.403 0.928
6 C -6.823 0.684 0.473
7 O -7.353 1.761 0.332
8 C -5.402 0.412 0.174
9 C -4.615 1.451 -0.316
10 C -3.286 1.251 -0.629
11 C -2.716 -0.009 -0.456
12 C -3.503 -1.052 0.047
13 C -4.827 -0.846 0.357
14 H -5.429 -1.655 0.739
15 H -3.043 -2.018 0.179
16 O -1.433 -0.329 -0.741
17 C -0.588 0.647 -1.322
18 C 0.740 -0.029 -1.651
19 H 1.349 0.662 -2.237
20 H 0.522 -0.902 -2.269
21 C 1.512 -0.477 -0.404
22 C 2.592 -1.493 -0.786
23 H 2.135 -2.379 -1.230
24 H 3.266 -1.049 -1.522
25 C 3.401 -1.898 0.451
26 N 4.006 -0.736 1.058
27 C 5.231 -0.265 0.689
28 N 5.483 1.020 0.962
29 N 6.640 1.554 0.718
30 C 7.623 0.859 0.182
31 C 7.453 -0.499 -0.136
32 C 6.238 -1.079 0.117
33 H 6.072 -2.121 -0.108
34 H 8.264 -1.065 -0.570
35 C 8.913 1.571 -0.070
36 H 8.821 2.606 0.246
37 H 9.722 1.096 0.484
38 H 9.163 1.539 -1.130
39 C 3.006 0.215 1.500
40 H 3.521 1.051 1.973
41 C 2.167 0.704 0.318
42 H 1.411 1.400 0.682
43 H 2.822 1.240 -0.371
44 H 2.368 -0.287 2.234
45 H 4.157 -2.636 0.189
46 H 2.733 -2.349 1.193
47 H 0.803 -0.962 0.275
48 H -1.042 1.035 -2.244
49 H -0.438 1.482 -0.626
50 H -2.703 2.077 -1.006
51 H -5.069 2.422 -0.449
52 H -9.470 0.420 -0.729
53 H -10.757 -0.329 0.226
54 H -9.509 -1.338 -0.525


b) This record from the Open Molecules 2025 dataset describes the molecule C21H27N3O3. The level of theory is ωB97M-V/def2-TZVPD.

Values from the calculation:
E_LUMO = 0.84 eV
SMILES = CO[C@@H](c1ccccc1)c1nnc(CCC(=O)N(C)C(C2CC2)C2CC2)o1
HOMO = -0.3268 hartree

CARTESIAN COORDINATES (ANGSTROEM)
1 C 5.140 1.440 1.443
2 H 5.638 2.344 1.786
3 O 3.853 1.835 1.036
4 C 3.075 0.762 0.537
5 C 1.811 1.348 0.000
6 N 0.763 1.718 0.654
7 N -0.126 2.174 -0.251
8 C 0.421 2.058 -1.418
9 O 1.662 1.536 -1.329
10 C -0.171 2.401 -2.733
11 H 0.292 1.770 -3.493
12 H 0.042 3.448 -2.966
13 C -1.683 2.156 -2.700
14 H -2.135 2.781 -1.938
15 C -1.898 0.665 -2.458
16 O -1.385 -0.145 -3.215
17 N -2.651 0.291 -1.405
18 C -3.219 1.215 -0.446
19 H -3.896 1.916 -0.937
20 H -2.434 1.763 0.079
21 H -3.797 0.644 0.275
22 C -2.743 -1.139 -1.097
23 C -4.200 -1.556 -0.983
24 C -4.919 -1.751 0.319
25 C -4.573 -2.935 -0.530
26 H -3.784 -3.583 -0.185
27 H -5.366 -3.450 -1.051
28 H -4.381 -1.627 1.246
29 H -5.952 -1.442 0.377
30 H -4.791 -1.145 -1.795
31 C -1.880 -1.460 0.104
32 C -1.126 -2.755 0.165
33 C -0.391 -1.476 -0.081
34 H -0.010 -1.298 -1.076
35 H 0.225 -1.071 0.707
36 H -1.229 -3.443 -0.661
37 H -1.011 -3.237 1.125
38 H -2.232 -1.053 1.043
39 H -2.316 -1.642 -1.974
40 H -2.104 2.402 -3.676
41 C 2.731 -0.267 1.592
42 C 2.899 -1.623 1.349
43 C 2.554 -2.550 2.318
44 C 2.047 -2.125 3.534
45 C 1.884 -0.771 3.781
46 C 2.222 0.157 2.813
47 H 2.090 1.213 2.983
48 H 1.488 -0.439 4.729
49 H 1.778 -2.849 4.288
50 H 2.681 -3.604 2.120
51 H 3.292 -1.956 0.398
52 H 3.604 0.280 -0.304
53 H 5.097 0.711 2.259
54 H 5.702 1.005 0.607


Tell me which of them is the most stable. Sure, it is a).


a) This record from the Open Molecules 2025 dataset describes the molecule H3NO2S2. The level of theory is ωB97M-V/def2-TZVPD.

Values from the calculation:
E_LUMO (spin up / spin down) = -0.98 / -0.98 eV
HOMO (spin up / spin down) = -0.3186 / -0.3184 hartree

CARTESIAN COORDINATES (ANGSTROEM)
1 N -0.181 0.444 -0.132
2 O 1.854 -1.481 0.155
3 O 0.959 0.850 -0.783
4 S 3.924 0.434 0.676
5 S 2.685 -0.347 -0.532
6 H -0.851 -0.055 -0.665
7 H -0.567 1.151 0.325
8 H 0.912 -1.321 0.127


b) This record from the Open Molecules 2025 dataset describes the molecule H3NO2S2. The level of theory is ωB97M-V/def2-TZVPD.

Values from the calculation:
E_LUMO = 0.34 eV
HOMO = -0.3483 hartree

CARTESIAN COORDINATES (ANGSTROEM)
1 N -0.214 1.338 -1.041
2 O -1.860 -0.060 0.246
3 O 0.633 -0.709 0.130
4 S 0.738 -1.898 1.259
5 S -0.555 0.592 0.464
6 H 0.518 0.663 -1.348
7 H -0.933 1.487 -1.748
8 H 1.672 -1.412 2.038


Tell me which of them is the most stable. Sure, it is b).


a) This record from the Open Molecules 2025 dataset describes an isolated ion of composition C4H9NO and charge -1. The level of theory is ωB97M-V/def2-TZVPD.

Values from the calculation:
E_LUMO (spin up / spin down) = 3.76 / 3.63 eV
Multiplicity = 2
HOMO (spin up / spin down) = 0.0391 / -0.0983 hartree
Total charge = -1

CARTESIAN COORDINATES (ANGSTROEM)
1 C -1.292 1.291 1.407
2 C -0.331 1.164 0.168
3 N -0.363 -0.197 -0.360
4 C 0.898 -0.945 -0.311
5 C 1.161 -1.710 -1.638
6 O 2.222 -2.258 -2.037
7 H -0.982 0.409 1.965
8 H -1.015 2.140 1.997
9 H -2.408 1.105 1.283
10 H -0.588 1.866 -0.701
11 H 0.700 1.506 0.454
12 H -1.230 -0.542 -0.062
13 H 1.077 -1.663 0.482
14 H 1.859 -0.317 -0.296
15 H 0.294 -1.849 -2.350


b) This record from the Open Molecules 2025 dataset describes a 2-piece molecular cluster, C4H9NO overall. The level of theory is ωB97M-V/def2-TZVPD.

Values from the calculation:
E_LUMO (spin up / spin down) = 2.97 / 2.97 eV
Multiplicity = 2
HOMO (spin up / spin down) = 0.0046 / -0.0666 hartree
Total charge = -1

CARTESIAN COORDINATES (ANGSTROEM)
1 N 1.281 -2.370 -1.808
2 C 0.852 -1.356 -0.965
3 C 0.019 -0.324 -1.361
4 C 0.694 -0.852 1.567
5 C 1.118 -1.586 0.454
6 H 0.828 -2.452 -2.704
7 H 1.788 -3.170 -1.482
8 H 0.030 0.611 -0.824
9 H -0.844 -0.465 -1.999
10 H 1.389 -0.789 2.405
11 H -0.074 -0.085 1.569
12 H 1.743 -2.454 0.656
13 H -2.911 5.483 2.175
14 H -3.199 4.494 1.071
15 O -2.713 5.315 1.247


Tell me which of them is the most stable. Sure, it is b).


a) This record from the Open Molecules 2025 dataset describes the molecule C11H20N2O3. The level of theory is ωB97M-V/def2-TZVPD.

Values from the calculation:
E_LUMO = 0.52 eV
SMILES = CC(C)C[C@H](N)C(=O)N1CCC[C@H]1C(=O)O
HOMO = -0.3408 hartree

CARTESIAN COORDINATES (ANGSTROEM)
1 C -0.737 -0.515 -0.774
2 C 0.623 0.132 -0.570
3 C -0.565 -1.842 -1.518
4 C -0.764 -1.823 -2.988
5 C 0.600 -1.915 -3.652
6 C -1.489 -3.249 -3.161
7 C -0.065 0.331 1.899
8 C -0.910 1.648 2.302
9 C 1.054 0.185 2.975
10 C 2.031 1.275 2.569
11 C 2.216 0.966 1.044
12 H -0.824 1.485 -1.569
13 H -2.386 1.048 -1.028
14 H -1.086 -0.835 0.121
15 H 0.309 -2.419 -1.349
16 H -1.366 -2.410 -0.982
17 H -1.482 -1.061 -3.395
18 H 1.031 -2.883 -3.288
19 H 0.555 -1.925 -4.796
20 H 1.222 -1.268 -3.024
21 H -0.815 -3.965 -2.729
22 H -2.353 -3.377 -2.505
23 H -1.539 -3.464 -4.192
24 H -0.762 -0.517 1.963
25 H 0.618 0.496 3.970
26 H 1.749 -0.726 3.073
27 H 1.788 2.347 2.721
28 H 2.987 1.135 3.178
29 H 2.957 0.201 0.865
30 H 2.537 1.803 0.386
31 H -1.524 1.559 0.573
32 N -1.448 0.742 -1.257
33 N 0.809 0.516 0.794
34 O 1.505 0.137 -1.405
35 O -0.899 2.227 3.336
36 O -1.743 1.987 1.380


b) This record from the Open Molecules 2025 dataset describes the molecule C11H20N2O3. The level of theory is ωB97M-V/def2-TZVPD.

Values from the calculation:
E_LUMO = 0.65 eV
SMILES = CC[C@H](C)[C@H](NC(=O)[C@@H]1CCCN1)C(=O)O
HOMO = -0.3166 hartree

CARTESIAN COORDINATES (ANGSTROEM)
1 C -2.099 0.163 -1.329
2 C -0.722 0.773 -1.193
3 C -3.100 0.584 0.001
4 C -2.586 -0.448 0.993
5 C -2.203 -1.725 0.314
6 C 1.570 -0.199 -0.947
7 C 2.021 -1.632 -0.761
8 C 2.144 0.919 0.038
9 C 2.139 2.357 -0.671
10 C 1.361 1.085 1.481
11 C 1.149 -0.344 2.124
12 H -2.658 -1.781 -1.854
13 H -2.789 0.517 -2.128
14 H -2.965 1.805 0.309
15 H -4.191 0.285 -0.248
16 H -3.491 -0.501 1.628
17 H -1.909 -0.021 1.770
18 H -1.199 -2.257 0.557
19 H -3.073 -2.414 0.555
20 H 0.026 -1.180 -1.314
21 H 2.224 0.054 -1.925
22 H 3.120 0.776 0.483
23 H 1.035 2.645 -0.567
24 H 2.283 2.051 -1.792
25 H 2.662 3.296 -0.418
26 H 1.807 1.771 2.232
27 H 0.392 1.477 1.133
28 H 0.695 -0.982 1.372
29 H 2.056 -0.729 2.433
30 H 0.416 -0.206 2.912
31 H 3.653 -2.414 -0.551
32 N -2.146 -1.278 -1.160
33 N 0.218 -0.195 -1.257
34 O -0.594 1.934 -1.013
35 O 1.406 -2.561 -0.318
36 O 3.349 -1.625 -0.893


Tell me which of them is the most stable. Sure, it is a).